# 1
This record from the Open Molecules 2025 dataset describes a structure of composition C4H6O3Pr. The level of theory is wB97M-V/def2-TZVPD.

Each line ends with the Mulliken charge.
CARTESIAN COORDINATES (ANGSTROEM)
H 3.10 3.02 -0.17  0.089
O -1.28 0.28 -0.65  -0.176
Pr 2.75 1.09 0.04  1.775
O 0.68 -0.57 -0.07  -0.591
C -0.50 -0.64 -0.30  0.819
O -1.16 -1.90 -0.14  -0.100
C -0.52 -2.94 0.14  0.120
C -2.69 0.23 -0.81  0.121
C -3.28 1.37 -1.12  -0.664
H -1.10 -3.86 0.20  0.330
H 0.57 -2.89 0.29  0.288
H -4.37 1.38 -1.21  0.310
H -3.14 -0.73 -0.60  0.420
H -2.71 2.26 -1.37  0.258

Output
* total charge: +3
* E_LUMO (spin up / spin down): -14.45 / -13.65 eV
* maximum force: 2.03 eV/Å
* multiplicity: 3
* DFT total energy: -897.3885 a.u.
* energy relative to the best compared isomer or geometry (same formula, charge and spin): 0.3809 eV

# 2
This record from the Open Molecules 2025 dataset describes the molecule C4H6O3S. The level of theory is wB97M-V/def2-TZVPD.

Each line ends with the Mulliken charge.
CARTESIAN COORDINATES (ANGSTROEM)
C 0.19 0.09 1.88  -0.781
C -0.24 -0.43 0.70  0.054
C -0.10 -0.30 -1.82  -0.210
C -0.25 0.39 -0.50  -0.081
O -2.82 -1.90 -0.25  -0.468
O -1.05 -1.25 -2.06  -0.411
O -2.22 0.47 -0.73  -0.486
S -2.66 -0.92 -1.29  0.633
H -0.17 -0.38 2.76  0.258
H 0.78 0.98 1.97  0.293
H -0.73 -1.38 0.91  0.291
H 0.00 0.56 -2.64  0.251
H 0.94 -0.79 -1.85  0.288
H 0.31 1.36 -0.48  0.369

Output
* E_LUMO (spin up / spin down): -1.06 / -1.06 eV
* maximum force: 3.32 eV/Å
* DFT total energy: -779.7964 a.u.
* energy relative to the best compared isomer or geometry (same formula, charge and spin): 3.6429 eV

- Which of these has the lowest DFT total energy?
  C4H6O3Pr

- Look up the energy relative to the best compared isomer or geometry (same formula, charge and spin) of the second one.
  3.6429 eV